Record 1
A molecular structure, C12H13BrOV at a distorted geometry. Source: the OMol25 dataset; level of theory: the ωB97M-V functional and the def2-TZVPD basis.

```
28
Properties=species:S:1:pos:R:3:forces:R:3
C -1.304270 -0.863256 -1.534827 -1.730 -0.478 0.735
C -1.783141 -2.001082 -0.742884 -1.713 1.067 -1.178
C -2.674983 -1.463586 0.278781 -2.937 -1.823 -1.503
H -1.372197 -2.987258 -0.741951 0.075 -0.421 -0.118
C -2.754990 -0.051121 0.090739 -2.605 0.229 -1.278
C -1.947020 0.306865 -1.024063 -0.162 -0.031 -0.717
H -1.768869 1.329104 -1.397298 0.062 -0.754 0.461
H -0.491969 -0.814882 -2.228070 0.313 -0.230 -0.262
H -3.247155 -2.041994 1.022305 0.454 0.331 -0.496
H -3.540978 0.568661 0.520087 0.637 0.027 0.253
V -0.915529 -0.757927 0.517778 9.770 1.843 4.332
Br 1.104503 -1.903419 1.754388 -1.160 0.285 -0.415
C 2.733413 1.510191 0.020575 -1.116 0.268 -0.606
C 1.735845 2.210241 -0.759832 0.462 -0.489 0.515
C 1.482955 1.456133 -1.923908 0.154 -0.810 0.233
H 1.158525 3.080875 -0.429308 0.417 -0.218 -0.185
C 2.298465 0.269657 -1.859249 -0.638 0.109 -0.414
C 3.054720 0.318142 -0.666171 -0.286 -0.046 0.043
H 3.645517 -0.509498 -0.263909 -0.022 0.383 -0.215
H 2.997122 1.755779 1.050066 0.122 0.002 -0.347
H 0.719486 1.651623 -2.691150 0.447 0.086 0.259
H 2.252174 -0.558566 -2.598384 0.248 0.620 0.551
C -1.517429 0.453936 3.199919 -0.297 -0.140 0.622
C -0.778385 0.867852 1.965860 -0.042 1.394 -0.960
O -0.123546 1.857881 1.758876 -1.093 -1.453 0.632
H -2.571573 0.205693 2.994529 0.413 0.181 -0.228
H -1.487444 1.191859 4.001869 0.191 0.070 0.039
H -1.043848 -0.479506 3.509231 0.034 -0.002 0.248
```
Positions in Å, forces in eV/Å.

## Properties
frontier orbital gap (alpha / beta): 4.13 / 4.87 eV
molar mass: 304.08 Da
ΔE to the lowest compared entry with this formula, charge and spin: 0.232 eV
spin multiplicity: 3
LUMO (alpha / beta): 0.0641 / 0.0907 Eh
total energy: -4058.2341 a.u.
charge: -1


Record 2
8 unconnected molecules or ions with the total composition C12H13Cl28INO4P at a distorted geometry. Source: the OMol25 dataset; level of theory: the ωB97M-V functional and the def2-TZVPD basis.

```
60
Properties=species:S:1:pos:R:3:forces:R:3
C 1.106082 -2.576891 -1.841521 -0.703 -0.841 0.546
C -0.384787 -2.464699 -2.339003 0.557 0.361 0.211
N -0.668828 -1.174796 -3.048076 1.163 -2.536 -1.097
O -1.099343 -0.205220 -2.133382 -2.842 1.805 0.534
P -2.484208 0.596445 -2.577412 -0.743 3.051 -2.105
O -2.745588 0.687314 -4.057814 0.733 -1.230 2.524
O -2.306616 2.161430 -1.999894 -0.242 -3.143 -0.004
O -3.890914 0.040627 -1.808511 2.326 -0.345 -0.087
C -3.773087 -1.310811 -1.346865 -1.205 -0.741 -0.609
I -3.059752 -1.352255 0.708249 -0.083 0.021 -0.412
C -5.145246 -2.096133 -1.489017 1.097 -0.331 -0.810
C -5.257328 -2.506312 -3.022918 0.515 0.940 0.510
H 1.095519 -3.241502 -0.930557 0.109 0.589 -0.829
H 1.703672 -3.122726 -2.610012 -0.271 0.891 0.625
H 1.558506 -1.611096 -1.517141 -0.414 -0.657 -0.567
H -1.093365 -2.583795 -1.477646 0.529 -0.053 -0.710
H -0.549718 -3.271557 -3.107829 -0.043 0.765 0.819
H -1.374712 -1.423650 -3.745506 -0.250 0.951 0.242
H -3.174697 2.456856 -1.635493 0.860 -0.095 -0.245
H -3.051111 -1.850458 -2.009895 -0.310 0.305 0.954
H -6.010653 -1.494200 -1.127481 0.755 -0.485 -0.156
H -5.007164 -3.055202 -0.920488 -0.443 1.099 -0.173
H -4.496554 -3.309504 -3.206159 -0.896 0.518 -0.007
H -4.939393 -1.610996 -3.627373 -0.507 -0.868 0.332
H -6.287040 -2.812169 -3.321893 0.907 0.099 0.268
Cl 3.726912 -2.424751 -4.774619 0.098 -0.170 0.064
C 4.700705 -3.775926 -4.165608 0.051 0.023 -0.046
Cl 5.926380 -3.162168 -3.040679 -0.161 -0.074 -0.123
Cl 3.648996 -4.928945 -3.321141 0.170 0.052 -0.096
Cl 5.497736 -4.588847 -5.524454 0.111 0.194 0.259
Cl -6.901682 4.075188 0.862193 0.217 -0.050 -0.155
C -5.456777 4.262563 -0.145936 0.030 0.377 0.024
Cl -4.953817 2.670468 -0.753931 -0.777 -0.006 0.378
Cl -5.821847 5.329877 -1.513092 0.053 -0.182 0.162
Cl -4.144560 4.959275 0.819394 -0.211 -0.188 -0.172
Cl 2.088360 -8.841639 -7.355543 0.160 0.115 0.054
C 3.420208 -7.772480 -6.877500 -0.024 0.029 0.020
Cl 4.031315 -8.263948 -5.286747 -0.063 0.056 -0.181
Cl 4.726260 -7.883796 -8.072158 -0.137 0.023 0.143
Cl 2.837486 -6.100547 -6.795291 -0.149 -0.301 -0.125
Cl -0.886651 3.061918 2.699349 -0.219 0.031 0.102
C -1.682886 3.809195 4.097721 0.058 0.031 0.179
Cl -2.397417 5.356972 3.609733 0.138 -0.120 0.149
Cl -2.966383 2.727699 4.682913 0.085 0.158 -0.301
Cl -0.499099 4.091068 5.390091 -0.847 0.047 0.022
Cl 1.968535 3.835507 3.754942 0.993 0.126 -0.262
C 3.485603 4.534357 4.348928 -0.014 -0.118 -0.137
Cl 4.855915 3.573990 3.761438 -0.262 0.068 0.077
Cl 3.638399 6.201213 3.761550 -0.005 -0.175 0.078
Cl 3.480245 4.531609 6.123793 -0.013 0.006 -0.161
Cl 7.871712 5.016500 4.316595 0.294 -0.091 0.024
C 9.186440 3.828252 4.342489 -0.002 0.074 0.013
Cl 10.423197 4.287341 3.157314 -0.143 -0.066 0.137
Cl 9.908258 3.779069 5.961592 -0.084 -0.006 -0.191
Cl 8.541520 2.226828 3.933869 0.053 0.163 0.041
Cl -1.713586 4.239239 9.636655 0.043 -0.188 -0.058
C -1.384011 2.542507 9.239561 -0.046 -0.063 -0.007
Cl 0.369278 2.283210 9.164601 -0.184 0.039 -0.009
Cl -2.084342 1.495592 10.488691 0.092 0.125 -0.125
Cl -2.104066 2.154934 7.666895 0.098 -0.011 0.468
```
Positions in Å, forces in eV/Å.

## Properties
frontier orbital gap: 9.48 eV
molar mass: 1385.80 Da
LUMO: 0.0003 Eh
total energy: -14345.0854 a.u.
charge: 0
SMILES: CCNO[P@](=O)(O)O[C@@H](I)CC.ClC(Cl)(Cl)Cl.ClC(Cl)(Cl)Cl.ClC(Cl)(Cl)Cl.ClC(Cl)(Cl)Cl.ClC(Cl)(Cl)Cl.ClC(Cl)(Cl)Cl.ClC(Cl)(Cl)Cl


Record 3
2 unconnected molecules or ions with the total composition C12H13Cl2O4S at a distorted geometry. Source: the OMol25 dataset; level of theory: the ωB97M-V functional and the def2-TZVPD basis.

```
32
Properties=species:S:1:pos:R:3:forces:R:3
C -5.002609 -1.428479 -2.336762 -0.079 0.477 -0.299
C -3.634985 -1.475701 -1.638696 0.380 0.282 0.159
C -2.817624 -0.200634 -1.930262 -0.238 -0.032 -0.510
O -1.713940 -0.200830 -2.432321 -1.173 0.019 0.371
C -3.632716 1.075816 -1.642770 0.453 -0.268 0.239
C -4.999670 1.031495 -2.331724 -0.137 -0.538 -0.344
O -5.703591 -0.197863 -2.192375 0.021 -0.041 0.650
H -4.870991 -1.632321 -3.418613 -0.029 -0.082 0.357
H -5.705317 -2.147894 -1.892224 0.416 -0.077 -0.336
H -3.770028 -1.568416 -0.547192 0.089 0.111 -0.336
H -3.066334 -2.337307 -1.998515 -0.055 0.076 0.129
H -3.754205 1.181532 -0.550311 0.073 -0.122 -0.355
H -3.065527 1.929336 -2.019290 -0.022 -0.020 0.135
H -5.701531 1.748756 -1.886993 0.392 0.123 -0.311
H -4.867756 1.233700 -3.411422 -0.037 0.117 0.287
Cl 7.388275 0.018557 3.889877 0.650 -0.033 0.384
C 5.922597 0.171503 3.023470 -1.802 0.009 -0.827
C 4.789798 0.733969 3.625183 -0.126 -0.118 -0.559
C 3.583819 0.857192 2.912335 0.578 -0.065 0.225
C 3.501145 0.409537 1.593474 -0.042 -0.164 -0.235
S 2.011699 0.703307 0.579723 -1.536 -3.082 0.507
C 1.027642 -0.737214 0.594494 3.827 0.156 0.286
Cl -0.638747 -0.803414 0.618108 -1.919 0.390 0.507
O 1.323085 1.755502 1.295326 -0.154 1.211 -0.462
O 2.567637 0.880126 -0.748598 0.337 0.993 0.162
C 4.617714 -0.177329 1.001559 0.416 -0.016 0.300
C 5.816576 -0.300666 1.715338 -0.150 0.040 0.020
H 4.859361 1.076954 4.643361 -0.038 0.120 0.188
H 2.729807 1.333502 3.392187 0.122 -0.162 -0.249
H 1.551360 -1.658453 0.879675 -0.164 0.545 -0.311
H 4.578538 -0.513863 -0.033754 -0.104 0.145 0.262
H 6.676531 -0.760395 1.247724 0.049 0.007 -0.034
```
Positions in Å, forces in eV/Å.

## Properties
frontier orbital gap: 5.12 eV
molar mass: 324.21 Da
LUMO: 0.0999 Eh
total energy: -2084.5520 a.u.
charge: -1


Record 4
2 unconnected molecules or ions with the total composition C12H13ClF5N7O4PS2 at a distorted geometry. Source: the OMol25 dataset; level of theory: the ωB97M-V functional and the def2-TZVPD basis.

```
45
Properties=species:S:1:pos:R:3:forces:R:3
O 1.856042 -0.391893 1.242828 -0.261 -0.070 -0.749
S 0.570340 0.004653 1.698620 2.129 -0.891 1.581
O 0.492639 0.595126 2.981045 -1.209 0.776 -0.362
N 0.001116 0.980170 0.429273 -0.603 0.253 -0.177
N 0.411180 0.565085 -0.826139 0.129 0.076 -0.615
C -0.015611 1.449982 -1.712857 -0.248 -0.582 0.226
P 0.414039 1.326706 -3.520688 0.539 0.628 -0.768
O -0.959049 1.835066 -4.173012 0.040 -0.095 0.623
Cl 0.309989 -0.723073 -3.673351 -0.119 -0.159 0.315
N -0.710104 2.410630 -1.135746 -0.157 0.315 -0.217
C -0.732849 2.143474 0.175932 0.125 -0.276 0.568
N -1.357141 2.920577 1.035316 0.225 0.189 -0.028
C -1.627013 2.801692 2.463944 -0.589 -0.230 0.580
C -2.639469 1.672536 2.719045 -0.152 0.557 -0.460
S -2.670114 1.153426 4.442368 0.595 -0.408 0.333
C -3.828837 -0.130074 4.216393 -0.553 0.667 -0.729
N -4.810542 -0.063249 3.377707 0.157 -0.236 0.217
N -5.481701 -1.273898 3.491885 0.231 -0.135 0.096
C -4.849513 -1.950834 4.383432 -0.666 0.337 -0.650
O -3.778006 -1.288453 4.884867 0.216 -0.310 0.426
C -0.428035 -1.578385 1.675547 0.233 -0.010 -0.802
F 0.042646 -2.256703 0.620834 0.006 0.004 -0.178
F -1.720529 -1.366259 1.477720 -0.251 0.297 0.352
C -0.146893 -2.440946 2.940741 -0.351 0.005 -0.424
F 1.140939 -2.652938 3.049886 0.673 0.008 0.075
F -0.612026 -1.870053 4.018465 -0.317 0.438 0.640
F -0.769043 -3.585407 2.739316 -0.278 -0.499 -0.025
H 0.991204 -0.244285 -1.006584 0.061 -0.148 0.465
H -1.732488 1.631266 -3.628792 -0.331 0.092 -0.317
H -1.721471 3.749987 0.593041 -0.065 0.037 -0.190
H -0.733733 2.763902 3.077014 0.335 -0.345 -0.202
H -2.129001 3.718300 2.748433 0.121 0.312 -0.080
H -3.621128 2.070233 2.489254 -0.201 -0.054 -0.131
H -2.491547 0.856933 2.017291 0.171 -0.375 0.248
H -5.140094 -2.930326 4.707445 0.338 -0.148 0.379
N 3.740944 -1.028504 -4.732769 0.042 0.060 0.030
C 4.771873 -0.945915 -3.832650 -0.063 0.006 -0.006
C 5.942878 -0.923723 -4.538580 0.016 0.017 -0.007
C 5.607442 -0.993491 -5.918415 0.013 0.010 0.010
C 4.244038 -1.055836 -6.006307 -0.031 0.001 0.022
H 2.769161 -1.063120 -4.493256 -0.005 -0.066 -0.059
H 4.584880 -0.912034 -2.772672 0.026 -0.026 0.015
H 6.931270 -0.865054 -4.115914 0.013 -0.002 0.000
H 6.291329 -0.997878 -6.749654 0.011 -0.002 -0.007
H 3.591975 -1.117426 -6.860276 0.008 -0.015 -0.018
```
Positions in Å, forces in eV/Å.

## Properties
frontier orbital gap: 5.67 eV
molar mass: 544.83 Da
LUMO: -0.1648 Eh
total energy: -3246.2823 a.u.
charge: +1